Entry 1:
Below is a 6-piece molecular cluster, C18H42O5S5Si overall, with properties calculated with the ωB97M-V functional and the def2-TZVPD basis.

Structure (XYZ):
```
71
Properties=species:S:1:pos:R:3:forces:R:3:mulliken_charge:R:1
C -2.602 3.796 -0.622 -0.401 -0.621 0.031 -1.13
C -2.580 2.243 -0.503 0.981 -2.098 -0.833 0.66
C -3.465 1.439 0.329 0.650 -0.761 -0.438 -0.80
C -3.382 -0.028 0.420 1.505 0.890 -1.520 -0.51
C -2.390 -0.742 -0.384 -0.010 2.453 -0.247 -0.71
C -1.508 0.047 -1.246 -0.032 0.902 0.224 0.52
C -0.426 -0.609 -2.194 -0.384 0.660 0.942 -0.47
Si -1.051 -0.314 -3.989 -0.002 -0.392 0.855 0.63
C -1.581 1.521 -1.311 -1.837 -1.468 1.855 -0.45
H -2.241 4.117 -1.641 -0.244 -0.412 1.101 0.32
H -1.943 4.255 0.167 -0.876 -0.276 -0.805 0.16
H -3.662 4.157 -0.530 1.105 -0.140 0.177 0.35
H -4.247 1.963 0.928 0.737 -0.535 -0.480 0.48
H -4.059 -0.625 1.081 0.626 0.913 -0.616 0.50
H -2.271 -1.855 -0.373 -0.260 1.214 0.080 0.34
H 0.549 -0.066 -2.015 -0.906 -0.669 -0.288 0.20
H -0.256 -1.688 -1.958 -0.272 0.858 -0.300 0.12
H -0.372 -1.161 -4.975 0.039 0.072 -0.166 -0.17
H -2.500 -0.630 -3.968 0.027 -0.003 -0.088 -0.18
H -0.930 1.131 -4.274 0.114 0.023 -0.143 -0.15
H -0.881 2.088 -1.967 -0.655 -0.586 0.600 0.27
C 4.650 -1.562 -5.153 -0.029 0.110 -0.242 -1.06
S 3.390 -1.303 -3.889 0.067 -0.198 0.094 0.68
O 2.093 -1.789 -4.449 0.172 0.189 -0.056 -0.64
C 3.381 0.496 -3.999 -0.031 0.091 -0.138 -0.95
H 4.792 -2.635 -5.281 -0.079 0.033 0.088 0.32
H 4.326 -1.124 -6.099 -0.033 -0.009 0.032 0.32
H 5.588 -1.109 -4.830 -0.045 -0.011 0.056 0.36
H 3.136 0.805 -5.016 -0.016 -0.076 -0.001 0.39
H 4.359 0.882 -3.712 -0.022 -0.061 0.049 0.41
H 2.626 0.877 -3.311 0.041 -0.121 0.031 0.18
C 3.637 -1.573 1.847 -0.126 0.145 0.111 -1.03
S 3.279 -2.332 0.254 0.010 0.112 0.110 0.53
O 3.688 -1.362 -0.805 -0.109 -0.008 0.276 -0.59
C 1.487 -2.245 0.405 -0.077 0.021 0.021 -0.89
H 4.718 -1.491 1.953 -0.042 -0.076 -0.057 0.31
H 3.191 -0.578 1.895 -0.008 -0.018 -0.172 0.40
H 3.244 -2.202 2.645 0.113 -0.070 -0.068 0.35
H 1.174 -1.209 0.543 0.058 0.001 -0.029 0.30
H 1.164 -2.853 1.252 0.080 -0.005 -0.003 0.48
H 1.048 -2.638 -0.510 0.130 -0.009 0.014 0.13
C 0.603 5.499 1.895 0.110 0.017 -0.087 -0.86
S -0.859 6.247 2.640 -0.068 0.004 -0.009 0.52
O -1.744 6.697 1.530 0.230 -0.027 0.098 -0.59
C -0.014 7.706 3.281 0.078 0.099 -0.026 -0.93
H 0.300 4.579 1.396 -0.073 0.044 0.065 0.23
H 1.039 6.182 1.165 -0.080 0.032 0.024 0.31
H 1.330 5.265 2.674 -0.059 -0.002 0.017 0.38
H 0.461 8.250 2.464 -0.049 -0.058 -0.034 0.31
H 0.732 7.401 4.016 -0.042 -0.039 -0.008 0.36
H -0.754 8.346 3.762 -0.036 -0.102 -0.043 0.32
C -7.238 -0.113 0.200 0.052 -0.075 -0.086 -0.83
S -7.906 0.553 1.735 0.047 0.033 0.027 0.49
O -6.759 0.784 2.656 -0.105 -0.145 -0.160 -0.60
C -8.722 -0.967 2.259 0.006 -0.116 0.033 -0.92
H -6.649 0.665 -0.284 -0.024 0.011 0.096 0.26
H -6.599 -0.971 0.414 -0.016 0.041 0.063 0.24
H -8.057 -0.409 -0.458 -0.020 0.039 0.049 0.41
H -7.990 -1.771 2.344 0.043 0.071 -0.014 0.30
H -9.494 -1.234 1.537 0.017 0.054 -0.002 0.35
H -9.182 -0.791 3.231 0.053 0.085 -0.051 0.32
C 4.984 -6.668 3.390 -0.090 -0.087 -0.051 -0.92
S 5.519 -4.951 3.499 0.031 -0.019 -0.010 0.45
O 4.294 -4.107 3.586 0.084 -0.179 -0.087 -0.56
C 6.132 -4.837 1.807 -0.054 -0.017 -0.102 -0.86
H 4.527 -6.946 4.339 0.047 0.105 -0.007 0.32
H 4.253 -6.780 2.588 0.022 0.088 0.009 0.29
H 5.848 -7.308 3.204 0.014 0.061 0.023 0.36
H 5.328 -5.063 1.105 -0.036 0.027 0.069 0.25
H 6.959 -5.535 1.672 -0.006 0.020 0.063 0.40
H 6.486 -3.820 1.638 -0.030 -0.029 0.089 0.28
```
Forces are in eV/Å.

Properties
LUMO: 0.5 eV
DFT total energy: -3367.45244 Ha

=====

Entry 2:
Below is C33H29BrI2N8O3S2Ti as an isolated structure, with properties calculated with the ωB97M-V functional and the def2-TZVPD basis.

Structure (XYZ):
```
79
Properties=species:S:1:pos:R:3:forces:R:3:mulliken_charge:R:1
Ti -0.684 -0.631 -0.463 -0.493 0.642 -1.521 0.38
C 0.552 3.199 0.246 -0.037 -0.027 -0.086 -1.37
N 0.376 2.476 -1.005 0.120 0.097 0.015 1.56
C -0.371 3.281 -1.979 -0.078 -0.090 0.043 -1.27
C -1.870 3.313 -1.705 0.044 -0.109 -0.043 -0.92
N -2.482 2.026 -1.989 -0.152 0.201 -0.033 1.32
C -2.621 1.791 -3.428 0.023 -0.050 0.045 -1.37
C -3.715 1.752 -1.339 0.082 -0.100 -0.039 -1.34
C -4.599 2.760 -0.963 0.000 0.032 0.036 -0.10
C -5.808 2.460 -0.348 0.022 -0.012 0.028 -0.75
C -6.154 1.136 -0.130 -0.029 0.016 0.008 -0.68
C -5.278 0.125 -0.496 0.019 0.021 -0.013 -0.69
C -4.047 0.407 -1.087 0.119 0.113 0.062 0.81
S -2.957 -0.941 -1.416 0.025 0.025 -0.171 -0.54
C 1.584 1.967 -1.584 -0.119 0.033 -0.093 -0.96
C 2.817 2.582 -1.389 0.015 0.008 0.035 -0.48
C 3.963 2.103 -2.010 -0.019 0.012 -0.013 -0.74
C 3.884 1.003 -2.848 0.006 0.005 -0.017 -0.88
C 2.665 0.366 -3.034 -0.009 0.036 0.038 -0.57
C 1.511 0.827 -2.406 0.046 -0.086 0.240 1.10
S -0.012 -0.051 -2.637 -0.150 0.055 -0.208 -0.61
H 1.228 2.654 0.896 0.040 -0.052 0.046 0.33
H 0.937 4.219 0.098 0.015 0.002 0.012 0.46
H -0.407 3.277 0.761 0.005 0.018 -0.003 0.15
H -0.196 2.867 -2.970 0.023 0.000 0.003 0.43
H 0.020 4.310 -1.985 -0.025 0.011 -0.026 0.35
H -2.313 4.121 -2.310 0.008 0.033 0.026 0.41
H -2.038 3.563 -0.656 -0.052 0.018 -0.011 0.35
H -3.312 2.521 -3.875 -0.001 0.004 -0.002 0.32
H -3.003 0.786 -3.593 0.013 0.001 -0.006 0.32
H -1.655 1.856 -3.921 -0.026 0.005 -0.004 0.46
H -4.345 3.795 -1.156 0.011 -0.008 -0.022 0.38
H -6.476 3.259 -0.052 -0.010 0.002 -0.019 0.41
H -7.103 0.890 0.329 0.012 -0.013 0.021 0.40
H -5.529 -0.911 -0.307 -0.002 -0.003 0.007 0.48
H 2.889 3.447 -0.743 -0.019 0.017 -0.009 0.44
H 4.910 2.598 -1.840 0.013 -0.016 0.003 0.45
H 4.771 0.624 -3.340 0.008 -0.004 0.007 0.43
H 2.596 -0.520 -3.651 0.004 -0.004 0.001 0.43
I -1.411 -4.307 -2.683 0.063 -0.100 0.092 0.05
C -0.387 -4.597 -0.891 -0.172 0.337 -0.185 -0.33
C 0.190 -5.847 -0.609 0.035 -0.043 0.036 -0.29
C 0.914 -6.025 0.531 0.073 -0.211 0.001 -0.18
I 1.695 -7.936 0.912 -0.011 0.116 -0.045 0.06
C 1.112 -4.958 1.442 -0.052 0.128 -0.042 0.81
C 1.926 -5.030 2.594 -0.018 -0.019 0.053 -0.81
C 2.044 -3.947 3.414 0.012 -0.014 -0.004 -1.00
C 1.321 -2.781 3.094 -0.030 -0.003 -0.027 -0.40
N 0.573 -2.665 2.029 0.031 0.076 -0.023 -0.11
C 0.479 -3.715 1.179 -0.008 -0.020 0.072 0.52
C -0.282 -3.534 -0.022 0.093 -0.380 -0.138 -0.33
O -0.882 -2.381 -0.290 0.132 -1.227 0.423 0.59
H 0.053 -6.659 -1.308 -0.008 0.004 -0.004 0.36
H 2.457 -5.947 2.810 -0.011 -0.008 0.003 0.19
H 2.677 -3.971 4.290 -0.017 -0.010 0.015 0.42
H 1.371 -1.914 3.746 0.019 0.009 -0.002 0.53
Br 6.849 -0.567 -0.301 -0.005 0.001 -0.001 -0.17
C 5.308 -0.082 0.685 0.009 -0.011 -0.003 -0.50
C 5.447 0.669 1.841 -0.024 0.022 0.004 -0.35
C 4.312 1.043 2.550 0.016 0.003 -0.017 -1.02
C 3.055 0.684 2.093 -0.020 0.015 -0.009 -0.37
C 2.938 -0.074 0.934 -0.048 0.041 0.063 -0.11
C 4.064 -0.473 0.226 -0.011 -0.080 0.007 -0.15
C 1.604 -0.441 0.400 0.474 -0.020 0.149 2.67
O 1.466 -1.313 -0.470 -0.134 0.091 0.082 -0.91
O 0.558 0.186 0.822 0.371 0.310 0.363 -0.55
H 6.430 0.963 2.181 0.009 -0.013 -0.002 0.44
H 4.418 1.625 3.456 -0.002 0.007 -0.002 0.44
H 2.160 0.985 2.621 -0.010 -0.002 0.005 0.51
H 3.949 -1.060 -0.674 0.004 0.016 0.006 0.74
N -2.661 -1.188 4.032 0.196 0.074 0.330 -0.72
N -2.597 -0.401 2.907 -0.070 0.086 -0.264 1.01
N -3.164 0.779 2.830 0.005 0.025 0.043 -1.13
C -2.766 1.182 1.629 0.024 0.044 -0.072 -0.61
N -1.988 0.265 1.045 -0.006 0.028 0.488 0.63
N -1.896 -0.746 1.882 -0.210 -0.024 0.465 -0.03
H -3.582 -1.106 4.440 -0.078 -0.080 -0.117 0.28
H -2.416 -2.135 3.772 -0.084 -0.025 -0.060 0.29
H -3.064 2.114 1.185 0.009 0.021 -0.026 0.65
```
Forces are in eV/Å.

Properties
Energy above the lowest of the compared OMol25 structures with the same formula, charge and spin: 155.71 kJ/mol
LUMO: -0.3 eV
DFT total energy: -6754.03617 Ha

=====

Entry 3:
Below is C17H10BrCl5HoO as an isolated structure, with properties calculated with the ωB97M-V functional and the def2-TZVPD basis.

Structure (XYZ):
```
35
Properties=species:S:1:pos:R:3:forces:R:3:mulliken_charge:R:1
Ho 0.907 -0.510 0.075 -0.918 0.251 -0.297 0.83
Cl 2.867 4.017 5.464 0.312 0.113 0.132 -0.17
C 2.840 3.150 3.997 -0.864 -1.085 -1.434 0.09
C 1.623 2.727 3.476 -0.797 1.232 1.891 -0.65
C 1.564 2.025 2.329 -0.578 -1.916 -0.825 0.56
Cl -0.005 1.216 1.928 0.089 0.825 0.243 -0.12
C 2.650 1.511 1.617 0.519 0.181 -0.316 0.41
O 2.476 0.683 0.561 0.812 1.063 0.928 -0.62
C 3.880 1.916 2.173 -0.727 0.061 -0.255 0.30
Cl 5.396 1.524 1.564 0.924 -0.856 -1.084 -0.18
C 3.941 2.685 3.307 0.020 0.961 2.071 -0.49
H 0.751 2.895 4.101 -0.155 0.054 -0.440 0.40
H 4.851 2.856 3.849 0.772 0.066 -0.554 0.39
Br 0.674 -2.578 -1.764 0.639 -0.942 -0.056 -0.20
C -1.155 -2.177 -2.190 -0.292 -1.311 -0.053 0.98
C -1.935 -3.222 -2.705 2.395 -0.114 1.017 -0.79
C -3.122 -2.835 -3.284 -0.926 -1.817 -0.625 -0.47
C -3.499 -1.541 -3.355 -0.331 1.022 0.414 -0.86
C -2.722 -0.528 -2.781 0.705 0.505 0.239 0.63
C -3.011 0.851 -3.035 0.988 -0.076 0.266 -0.67
C -2.127 1.849 -2.754 0.579 -0.974 0.777 -0.88
C -1.031 1.530 -1.893 0.291 0.619 0.318 -0.31
C -0.746 0.269 -1.491 1.016 -2.456 0.043 -0.18
C -1.493 -0.841 -2.105 -1.201 1.897 -0.345 0.42
H -1.541 -4.285 -2.647 -0.736 1.534 -0.315 0.32
H -3.744 -3.606 -3.742 0.087 0.218 0.178 0.38
H -4.429 -1.274 -3.821 -0.185 0.074 -0.290 0.40
H -3.899 1.052 -3.549 -1.167 0.357 -0.857 0.45
H -2.189 2.842 -3.130 -0.542 0.604 -0.148 0.44
H -0.358 2.297 -1.469 -0.729 0.031 -0.532 0.34
Cl 1.803 -1.895 2.611 0.123 0.492 0.010 -0.05
C 0.525 -3.076 2.313 0.009 0.176 -0.705 -0.31
Cl -0.936 -2.328 1.564 0.279 0.132 0.203 -0.07
H 0.249 -3.504 3.268 -0.047 -0.374 -0.250 0.37
H 0.943 -3.696 1.519 -0.366 -0.548 0.652 0.32
```
Forces are in eV/Å.

Properties
LUMO (spin up / spin down): -3.4 / -3.3 eV
DFT total energy: -6551.85197 Ha
Spin multiplicity: 5
Charge: +1

=====

Entry 4:
Below is C4H6N2O5 as an isolated structure, with properties calculated with the ωB97M-V functional and the def2-TZVPD basis.

Structure (XYZ):
```
17
Properties=species:S:1:pos:R:3:forces:R:3:mulliken_charge:R:1
C -0.959 1.388 0.337 -1.868 -2.237 -1.658 -0.50
C 0.325 1.016 -0.443 -1.832 -1.827 0.990 -0.90
C -1.139 0.134 1.329 -1.278 1.636 0.598 -0.37
C 0.449 -0.518 -0.351 4.058 0.536 -2.492 0.47
N 1.542 -1.175 0.348 -2.899 1.881 -3.197 1.05
N 0.307 -1.153 -1.707 1.329 0.698 1.409 0.81
O 1.971 -2.191 -0.114 0.896 -2.162 0.060 -0.66
O 1.890 -0.584 1.323 1.402 1.285 3.327 -0.67
O 1.322 -1.130 -2.362 -0.350 0.055 -0.684 -0.50
O -0.762 -1.580 -2.011 -1.345 -0.531 -0.662 -0.59
O -0.961 -1.030 0.637 -2.228 0.075 2.135 -0.20
H -0.999 2.333 0.849 0.292 0.224 0.259 0.39
H -1.862 1.363 -0.433 1.634 0.020 1.797 0.26
H 0.234 1.204 -1.486 0.052 0.633 -0.760 0.36
H 1.116 1.532 0.002 1.670 0.400 0.457 0.36
H -0.384 0.221 2.169 0.131 -0.349 -0.913 0.31
H -2.090 0.171 1.912 0.336 -0.339 -0.667 0.40
```
Forces are in eV/Å.

Properties
Energy above the lowest of the compared OMol25 structures with the same formula, charge and spin: 132.16 kJ/mol
LUMO (spin up / spin down): 0.2 / -3.9 eV
DFT total energy: -641.32853 Ha
Spin multiplicity: 3